A 2-piece molecular cluster, C7H10O2 overall in a non-equilibrium geometry, computed with the ωB97M-V functional and the def2-TZVPD basis.

Last columns: bonded neighbours and bond lengths (Å).
Positions of all 19 atoms, in Å:
1 C -0.2611 -1.1830 -0.6637  C3 1.506, H10 1.091, H11 1.090
2 C 0.6322 1.5486 -0.9214  C5 1.521, H12 1.089, H13 1.092, H14 1.094
3 C 1.1196 -1.7605 -0.8350  C1 1.506, H17 1.092, H18 1.097, H19 1.091
4 C -1.8385 0.3445 0.1964  C6 1.381, O8 1.153
5 C 0.5239 0.6936 0.3317  C2 1.521, C6 1.535, O9 1.234
6 C -0.8295 0.7353 1.0540  C4 1.381, C5 1.535, C7 1.354
7 C -0.9630 0.7152 2.4010  C6 1.354, H15 1.083, H16 1.081
8 O -2.7774 0.3645 -0.4723  C4 1.153
9 O 1.5152 0.4698 1.0317  C5 1.234
10 H -0.8806 -1.8548 -0.0677  C1 1.091
11 H -0.7365 -0.9582 -1.6190  C1 1.090
12 H 1.4275 1.1561 -1.5538  C2 1.089
13 H -0.2942 1.5964 -1.4970  C2 1.092
14 H 0.9060 2.5624 -0.6164  C2 1.094
15 H -0.0582 0.8070 2.9885  C7 1.083
16 H -1.9078 0.5325 2.8934  C7 1.081
17 H 1.7333 -1.1569 -1.5066  C3 1.092
18 H 1.0602 -2.7660 -1.2700  C3 1.097
19 H 1.6291 -1.8465 0.1263  C3 1.091

HOMO level (alpha / beta)   -7.7 / -7.7 eV
Energy relative to the best compared isomer or geometry (same formula, charge and spin)   4.283 eV
Multiplicity   1
DFT total energy   -423.0425 Eh
Net charge   0
Lowest unoccupied orbital energy (alpha / beta)   -0.7 / -0.7 eV

Here is what Mulliken gives for the atomic charges, in e: atom 1 (C): -0.744, atom 2 (C): -1.066, atom 3 (C): -1.096, atom 4 (C): 0.378, atom 5 (C): 0.792, atom 6 (C): 0.549, atom 7 (C): -1.109, atom 8 (O): -0.336, atom 9 (O): -0.690, atom 10 (H): 0.396, atom 11 (H): 0.381, atom 12 (H): 0.272, atom 13 (H): 0.296, atom 14 (H): 0.382, atom 15 (H): 0.328, atom 16 (H): 0.330, atom 17 (H): 0.273, atom 18 (H): 0.364, atom 19 (H): 0.299

***

An isolated ion of composition C7H10O2P and charge -1 in a non-equilibrium geometry, computed with the ωB97M-V functional and the def2-TZVPD basis.

Last columns: bonded neighbours and bond lengths (Å).
Positions of all 20 atoms, in Å:
1 O -2.5383 0.0243 1.3754  P2 1.497
2 P -2.0846 -0.0041 -0.0506  O1 1.497, O3 1.440, C4 1.914, C10 1.971
3 O -3.0327 -0.0998 -1.1298  P2 1.440
4 C -1.0619 1.5786 -0.3891  P2 1.914, C5 1.590, H11 1.136, H12 1.192
5 C 0.1992 1.9701 0.4964  C4 1.590, C6 1.402, H13 1.138, H14 1.075
6 C 1.3763 1.2798 0.1738  C5 1.402, C7 1.239
7 C 2.2534 0.4568 -0.1247  C6 1.239, C8 1.446
8 C 2.0670 -0.9581 -0.3589  C7 1.446, C9 1.604, H15 1.083, H16 1.152
9 C 0.7582 -1.5120 0.3856  C8 1.604, C10 1.605, H17 1.100, H18 1.088
10 C -0.6518 -1.3220 -0.3580  P2 1.971, C9 1.605, H19 1.197, H20 1.076
11 H -1.8023 2.3410 0.0130  C4 1.136
12 H -0.7095 1.6407 -1.5265  C4 1.192
13 H -0.1604 1.8936 1.5738  C5 1.138
14 H 0.4412 3.0170 0.4549  C5 1.075
15 H 2.1186 -1.3110 -1.3810  C8 1.083
16 H 2.7992 -1.4689 0.3689  C8 1.152
17 H 0.6422 -1.1258 1.4090  C9 1.100
18 H 0.9950 -2.5668 0.5114  C9 1.088
19 H -1.0885 -2.3856 -0.0250  C10 1.197
20 H -0.5202 -1.4480 -1.4187  C10 1.076

HOMO level   -4.8 eV
Energy relative to the best compared isomer or geometry (same formula, charge and spin)   1.071 eV
Multiplicity   1
DFT total energy   -764.5462 Eh
SMILES   O=[P@@]1([O-])CCC#CCCC1
Net charge   -1
Lowest unoccupied orbital energy   3.7 eV

Here is what Mulliken gives for the atomic charges, in e: atom 1 (O): -0.771, atom 2 (P): 0.963, atom 3 (O): -0.748, atom 4 (C): -0.710, atom 5 (C): -0.611, atom 6 (C): 0.354, atom 7 (C): -0.667, atom 8 (C): -0.235, atom 9 (C): -0.823, atom 10 (C): -0.788, atom 11 (H): 0.276, atom 12 (H): 0.270, atom 13 (H): 0.263, atom 14 (H): 0.351, atom 15 (H): 0.327, atom 16 (H): 0.216, atom 17 (H): 0.274, atom 18 (H): 0.490, atom 19 (H): 0.258, atom 20 (H): 0.311